No. 1
{
  "formula": "C45H64N7O3P2S3Sc",
  "method": "ωB97M-V/def2-TZVPD",
  "charge": 0,
  "gap_ev": 6.57,
  "species": ["Sc", "C", "C", "C", "P", "C", "C", "C", "C", "C", "C", "C", "C", "C", "C", "N", "C", "C", "C", "C", "C", "C", "C", "P", "C", "C", "C", "C", "C", "C", "H", "H", "H", "H", "H", "H", "H", "H", "H", "H", "H", "H", "H", "H", "H", "H", "H", "H", "H", "H", "H", "H", "H", "H", "H", "H", "H", "H", "H", "H", "H", "H", "H", "H", "H", "H", "H", "H", "H", "H", "O", "C", "O", "C", "C", "C", "C", "C", "C", "S", "H", "H", "H", "H", "N", "C", "O", "C", "C", "C", "N", "C", "C", "H", "H", "H", "H", "H", "H", "C", "N", "C", "N", "S", "H", "H", "H", "H", "H", "H", "S", "C", "N", "C", "C", "C", "N", "H", "H", "H", "H", "H", "H", "H", "H"],
  "coordinates": [[0.887, 0.163, -0.609], [-2.083, -0.523, 5.465], [-1.243, 0.634, 2.974], [-2.065, 1.826, 3.437], [-1.734, -0.441, 1.518], [-3.064, -1.569, 2.178], [-3.299, -2.683, 1.156], [-4.403, -0.959, 2.586], [-2.589, 0.616, 0.293], [-3.606, 1.528, 0.589], [-4.167, 2.353, -0.373], [-5.258, 3.330, -0.026], [-3.696, 2.241, -1.680], [-2.702, 1.339, -2.000], [-2.129, 0.515, -1.028], [-1.109, -0.412, -1.399], [-1.607, -1.566, -1.971], [-2.992, -1.776, -2.200], [-3.479, -2.943, -2.748], [-2.646, -3.996, -3.121], [-3.182, -5.260, -3.738], [-1.292, -3.803, -2.920], [-0.760, -2.638, -2.362], [1.006, -2.351, -2.185], [1.617, -2.260, -3.941], [1.074, -0.973, -4.563], [1.273, -3.434, -4.856], [1.831, -3.854, -1.394], [0.897, -4.962, -0.908], [3.018, -4.445, -2.157], [-1.725, -1.068, 6.337], [-2.397, 0.470, 5.784], [-2.926, -1.060, 5.038], [-0.285, 1.023, 2.631], [-3.061, 1.547, 3.784], [-1.544, 2.334, 4.252], [-2.179, 2.533, 2.614], [-2.584, -2.017, 3.055], [-3.757, -2.284, 0.250], [-2.371, -3.177, 0.854], [-3.970, -3.443, 1.565], [-4.927, -0.576, 1.709], [-5.040, -1.722, 3.044], [-4.299, -0.140, 3.299], [-3.969, 1.610, 1.605], [-5.372, 3.423, 1.054], [-5.039, 4.321, -0.427], [-6.220, 3.014, -0.437], [-4.124, 2.867, -2.457], [-2.346, 1.247, -3.019], [-3.699, -1.007, -1.927], [-4.552, -3.041, -2.884], [-4.261, -5.335, -3.596], [-2.989, -5.297, -4.814], [-2.725, -6.147, -3.295], [-0.611, -4.594, -3.212], [2.706, -2.173, -3.859], [-0.017, -1.001, -4.604], [1.364, -0.085, -4.005], [1.447, -0.864, -5.585], [0.202, -3.450, -5.058], [1.785, -3.305, -5.813], [1.558, -4.405, -4.453], [2.244, -3.403, -0.491], [0.576, -5.607, -1.727], [1.427, -5.590, -0.186], [-0.003, -4.571, -0.431], [2.697, -5.118, -2.952], [3.661, -3.683, -2.597], [3.629, -5.033, -1.466], [-0.754, 3.660, 0.560], [0.059, 2.813, 0.907], [0.050, 1.588, 0.481], [1.107, 3.129, 1.931], [0.719, 3.967, 2.977], [1.578, 4.253, 4.021], [2.857, 3.712, 4.005], [3.262, 2.907, 2.956], [2.403, 2.589, 1.896], [3.048, 1.616, 0.569], [-0.282, 4.380, 2.952], [1.259, 4.891, 4.836], [3.548, 3.926, 4.812], [4.270, 2.513, 2.933], [8.049, -1.280, -2.330], [7.136, -0.762, -3.201], [7.401, -0.498, -4.354], [5.752, -0.561, -2.648], [4.962, 0.438, -3.188], [3.687, 0.635, -2.683], [3.160, -0.122, -1.717], [3.928, -1.089, -1.204], [5.219, -1.339, -1.627], [9.002, -1.312, -2.651], [7.894, -1.219, -1.339], [5.342, 1.056, -3.989], [3.048, 1.427, -3.059], [3.487, -1.683, -0.416], [5.779, -2.150, -1.180], [-0.408, 5.681, -1.637], [-0.258, 4.407, -2.311], [0.718, 3.546, -2.034], [1.767, 3.963, -1.330], [0.613, 1.971, -2.699], [-1.346, 6.131, -1.949], [0.401, 6.365, -1.907], [-0.440, 5.528, -0.555], [-1.075, 3.978, -2.714], [1.684, 4.806, -0.782], [2.404, 3.254, -0.967], [-0.671, -0.430, 4.344], [1.499, -1.409, 1.155], [2.461, -1.172, 2.035], [2.784, -2.000, 3.192], [2.379, -3.439, 2.915], [0.938, -3.462, 2.432], [0.810, -2.542, 1.312], [2.968, -0.301, 1.884], [2.257, -1.619, 4.071], [3.855, -1.921, 3.382], [2.490, -4.044, 3.814], [3.028, -3.862, 2.143], [0.261, -3.160, 3.238], [0.651, -4.460, 2.096], [-0.034, -2.605, 0.761]]
}

***

No. 2
{
  "formula": "C45H65BN5P2SeW",
  "method": "ωB97M-V/def2-TZVPD",
  "charge": 1,
  "spin_multiplicity": 3,
  "gap_ev": [6.63, 7.05],
  "species": ["W", "C", "C", "C", "C", "P", "C", "N", "B", "N", "C", "P", "C", "C", "C", "C", "C", "C", "C", "C", "C", "C", "C", "C", "C", "C", "C", "C", "C", "C", "H", "H", "H", "H", "H", "H", "H", "H", "H", "H", "H", "H", "H", "H", "H", "H", "H", "H", "H", "H", "H", "H", "H", "H", "H", "H", "H", "H", "H", "H", "H", "H", "H", "H", "H", "H", "H", "H", "H", "H", "H", "H", "H", "H", "N", "C", "C", "C", "C", "C", "C", "C", "C", "C", "H", "H", "H", "H", "C", "C", "C", "C", "C", "C", "Se", "C", "C", "C", "H", "H", "H", "H", "H", "H", "H", "H", "H", "H", "H", "C", "N", "C", "C", "N", "H", "H", "H", "H", "H", "H"],
  "coordinates": [[-0.594, -0.373, -0.370], [-0.670, 2.314, 4.203], [0.736, 1.886, 3.766], [1.519, 1.296, 4.958], [1.491, 3.154, 3.331], [0.613, 0.625, 2.378], [2.373, 0.120, 2.077], [2.604, -0.216, 0.699], [1.634, -0.423, -0.369], [2.419, -0.326, -1.571], [1.822, -0.156, -2.865], [0.104, 0.479, -2.578], [0.229, 2.337, -2.380], [-1.173, 2.945, -2.254], [1.064, 2.629, -1.109], [0.940, 3.023, -3.552], [-0.737, 0.017, -4.197], [-1.172, -1.448, -4.089], [0.231, 0.136, -5.385], [-1.984, 0.856, -4.492], [3.752, -0.073, -1.266], [4.851, 0.124, -2.081], [6.079, 0.383, -1.475], [6.197, 0.436, -0.093], [5.092, 0.232, 0.731], [3.870, -0.015, 0.133], [-0.282, -0.924, 2.950], [-1.734, -0.862, 2.461], [-0.314, -1.152, 4.467], [0.418, -2.159, 2.368], [-0.579, 2.984, 5.061], [-1.298, 1.478, 4.508], [-1.183, 2.857, 3.410], [1.896, 2.125, 5.557], [2.385, 0.704, 4.659], [0.896, 0.691, 5.608], [1.629, 3.766, 4.224], [0.926, 3.754, 2.626], [2.483, 2.952, 2.926], [2.616, -0.694, 2.767], [3.006, 0.967, 2.360], [1.753, -1.097, -3.419], [2.392, 0.547, -3.478], [-1.798, 2.400, -1.545], [-1.684, 2.977, -3.211], [-1.084, 3.973, -1.900], [1.378, 2.784, 0.913], [1.374, 3.674, -1.209], [1.993, 2.054, -1.140], [0.376, 2.925, -4.478], [1.952, 2.649, -3.714], [1.019, 4.091, -3.337], [-0.373, -2.109, -3.754], [-1.498, -1.782, -5.077], [-2.004, -1.568, -3.396], [1.039, -0.593, -5.334], [0.667, 1.126, -5.494], [-0.332, -0.077, -6.297], [-2.640, 0.940, -3.625], [-2.542, 0.361, -5.290], [-1.735, 1.855, -4.846], [4.767, 0.069, -3.160], [6.954, 0.537, -2.092], [7.163, 0.629, 0.353], [5.199, 0.259, 1.809], [-2.236, 0.068, 2.733], [-2.282, -1.704, 2.890], [-1.862, -0.994, 1.374], [-0.862, -0.393, 5.019], [0.686, -1.250, 4.886], [-0.822, -2.104, 4.629], [0.617, -2.094, 1.297], [-0.227, -3.023, 2.521], [1.361, -2.363, 2.876], [-3.980, 7.645, 1.568], [-3.239, 6.790, 1.368], [-2.312, 5.720, 1.119], [-2.751, 4.400, 1.153], [-1.859, 3.368, 0.912], [-0.523, 3.627, 0.625], [-0.096, 4.955, 0.611], [-0.974, 5.997, 0.851], [0.489, 2.519, 0.330], [-0.019, 1.143, 0.789], [-3.790, 4.190, 1.372], [-2.202, 2.341, 0.935], [0.946, 5.183, 0.414], [-0.629, 7.022, 0.838], [2.164, -7.348, 1.746], [1.357, -6.248, 1.112], [0.068, -5.969, 1.531], [-0.705, -4.969, 0.942], [-2.091, -4.751, 1.496], [-0.155, -4.219, -0.101], [-1.193, -2.845, -0.969], [1.135, -4.508, -0.572], [1.735, -3.791, -1.749], [1.870, -5.506, 0.054], [1.809, -7.571, 2.751], [3.219, -7.080, 1.805], [2.093, -8.265, 1.158], [-0.362, -6.545, 2.345], [-2.658, -5.682, 1.472], [-2.641, -3.998, 0.938], [-2.043, -4.437, 2.544], [1.854, -2.725, -1.550], [1.088, -3.883, -2.625], [2.711, -4.208, -1.992], [2.870, -5.721, -0.308], [-5.793, -1.637, -1.596], [-5.167, -0.320, -1.456], [-5.995, 0.880, -1.559], [-3.889, -0.238, -1.229], [-2.752, -0.182, -1.017], [-6.301, -1.696, -2.559], [-6.515, -1.792, -0.794], [-5.026, -2.407, -1.547], [-6.493, 0.898, -2.529], [-5.370, 1.764, -1.463], [-6.746, 0.883, -0.769]]
}

***

Values for F_max, eV/A, ordered as above
0.52; 0.52